Arrangement A

ORCA calculation (ωB97M-V/def2-TZVPD) on a gas-phase ion, C3H6N3 (charge +1).

Last column: natural (NBO) charge in e.
Element x y z (Å)
H1 -2.811 -0.812 0.059  0.39
N1 -1.912 -1.242 -0.035  -0.52
C1 -1.047 -0.365 0.004  0.37
C2 -0.810 1.089 0.016  -0.31
N2 0.639 0.975 -0.104  -0.54
C3 0.834 -0.334 -0.030  0.49
N3 1.800 -1.172 -0.036  -0.72
H2 -1.345 1.391 -0.863  0.25
H3 -0.952 1.607 0.927  0.25
H4 1.264 1.813 -0.354  0.46
H5 1.594 -2.125 0.057  0.44
H6 2.747 -0.826 0.357  0.44

## Properties
charge: +1
highest occupied orbital energy: -14.86 eV
lowest unoccupied orbital energy: -4.0 eV
SMILES string: [H]/N=C1\CNC1=[NH2+]
gap between HOMO and LUMO: 10.91 eV


Arrangement B

ORCA calculation (ωB97M-V/def2-TZVPD) on 2 unconnected molecules or ions with the total composition C3H6N3.

Last column: natural (NBO) charge in e.
Element x y z (Å)
C1 0.396 -0.097 1.434  0.38
C2 -2.899 2.155 0.488  0.14
C3 1.333 -1.368 -0.283  -0.13
N1 -0.272 0.765 1.865  -0.17
N2 1.048 -1.030 0.971  -0.23
N3 1.180 -0.573 -1.447  -0.66
H1 -2.184 2.837 0.346  0.09
H2 -3.748 2.440 1.134  0.13
H3 2.380 -1.656 -0.221  0.30
H4 0.851 -2.416 -0.340  0.33
H5 0.274 -0.208 -1.615  0.40
H6 1.641 -0.848 -2.333  0.43

## Properties
charge: +1
highest occupied orbital energy (spin up / spin down): -15.14 / -12.44 eV
lowest unoccupied orbital energy (spin up / spin down): -7.2 / -9.6 eV
gap between HOMO and LUMO (spin up / spin down): 7.91 / 2.84 eV


Most stable structure: arrangement A


Arrangement A

ORCA calculation (ωB97M-V/def2-TZVPD) on C2H4ClOP in the gas phase.

Last column: natural (NBO) charge in e.
Element x y z (Å)
C1 -0.107 -1.131 -0.417  -0.64
C2 0.023 0.410 -0.321  -0.47
O1 -0.729 2.401 1.465  -1.01
P1 -0.304 1.006 1.565  1.30
Cl1 1.787 0.759 0.128  -0.08
H1 0.167 -1.579 0.518  0.22
H2 -1.068 -1.424 -0.654  0.22
H3 0.413 -1.583 -1.255  0.22
H4 -0.183 1.141 -1.030  0.23

## Properties
highest occupied orbital energy: -9.37 eV
lowest unoccupied orbital energy: -0.2 eV
gap between HOMO and LUMO: 9.19 eV


Arrangement B

ORCA calculation (ωB97M-V/def2-TZVPD) on a molecular structure, C2H4ClOP.

Last column: natural (NBO) charge in e.
Element x y z (Å)
C1 1.846 -0.648 -0.118  -0.67
C2 -2.227 0.343 0.264  -0.63
O1 0.147 1.544 0.736  -1.03
P1 -0.280 0.317 0.080  1.43
Cl1 -3.271 -0.750 -0.489  0.04
H1 2.229 -0.078 -0.951  0.21
H2 2.249 -0.403 0.848  0.22
H3 1.717 -1.702 -0.328  0.20
H4 -2.410 1.377 -0.041  0.21

## Properties
highest occupied orbital energy (spin up / spin down): -8.55 / -8.07 eV
lowest unoccupied orbital energy (spin up / spin down): -1.2 / -1.3 eV
gap between HOMO and LUMO (spin up / spin down): 7.39 / 6.76 eV


Most stable structure: arrangement A


Arrangement A

ORCA calculation (ωB97M-V/def2-TZVPD) on 2 unconnected molecules or ions with the total composition C4H12NO.

Last column: Mulliken spin population.
Element x y z (Å)
C1 2.397 -0.577 -0.557  0.00
C2 1.479 0.625 -0.242  -0.01
C3 0.026 0.127 -0.174  -0.03
C4 -1.606 1.310 1.271  0.71
N1 -0.922 1.197 0.113  0.27
H1 3.313 -0.562 0.042  0.00
H2 2.796 -0.537 -1.578  0.00
H3 1.871 -1.519 -0.387  0.00
H4 1.679 1.453 -0.927  0.00
H5 1.723 0.932 0.777  0.00
H6 -0.053 -0.504 0.713  0.01
H7 -0.259 -0.532 -0.991  0.02
H8 -1.773 0.394 1.822  0.02
H9 -2.188 2.169 1.563  0.02
H10 -0.882 1.931 -0.569  -0.02
H11 -2.798 -2.058 -1.028  0.00
H12 -2.536 -2.162 0.474  0.00
O1 -2.268 -1.685 -0.322  0.01

## Properties
spin multiplicity: 2
expectation value of S²: 0.75
highest occupied orbital energy (spin up / spin down): -5.47 / -9.71 eV
lowest unoccupied orbital energy (spin up / spin down): 0.8 / 0.7 eV
gap between HOMO and LUMO (spin up / spin down): 6.24 / 10.46 eV


Arrangement B

ORCA calculation (ωB97M-V/def2-TZVPD) on 3 unconnected molecules or ions with the total composition C4H12NO.

Last column: Mulliken spin population.
Element x y z (Å)
C1 -2.948 -0.240 0.280  0.01
C2 -1.459 -0.548 0.030  -0.02
C3 -0.526 0.361 -0.203  0.06
C4 -0.648 1.827 -0.295  0.00
O1 2.162 0.576 -0.496  0.96
N1 2.555 -1.875 0.606  0.01
H1 -3.091 0.844 0.208  0.00
H2 -3.130 -0.469 1.346  0.00
H3 -3.659 -0.814 -0.302  0.00
H4 -1.236 -1.598 0.218  0.00
H5 0.502 0.001 -0.479  0.00
H6 -0.039 2.191 -1.138  0.00
H7 -0.196 2.306 0.590  0.00
H8 -1.625 2.294 -0.306  0.00
H9 2.596 -1.917 1.606  0.00
H10 2.767 1.155 -1.008  -0.03
H11 2.652 -2.790 0.209  0.00
H12 2.856 -1.037 0.131  0.00

## Properties
spin multiplicity: 2
expectation value of S²: 0.75
highest occupied orbital energy (spin up / spin down): -8.81 / -8.79 eV
lowest unoccupied orbital energy (spin up / spin down): 0.7 / -2.5 eV
gap between HOMO and LUMO (spin up / spin down): 9.53 / 6.24 eV


Most stable structure: arrangement A


Arrangement A

ORCA calculation (ωB97M-V/def2-TZVPD) on 2 unconnected molecules or ions with the total composition C2H8N2.

Last column: Mulliken spin population.
Element x y z (Å)
N1 2.156 -3.219 -1.642  0.20
H1 2.187 -3.416 -0.646  -0.05
H2 1.321 -3.705 -1.953  -0.05
H3 2.917 -3.779 -2.038  -0.04
C1 -1.673 2.213 0.746  0.16
C2 -0.162 0.442 0.784  0.46
N2 -0.549 1.564 0.173  0.31
H4 -2.419 1.512 1.174  0.06
H5 -1.372 2.922 1.571  -0.04
H6 -2.207 2.826 0.008  -0.04
H7 -0.822 -0.198 1.396  0.09
H8 0.784 0.006 0.524  -0.05

## Properties
spin multiplicity: 2
expectation value of S²: 0.75
charge: -1
highest occupied orbital energy (spin up / spin down): 1.06 / -2.91 eV
lowest unoccupied orbital energy (spin up / spin down): 3.8 / 3.6 eV
gap between HOMO and LUMO (spin up / spin down): 2.71 / 6.51 eV


Arrangement B

ORCA calculation (ωB97M-V/def2-TZVPD) on 2 unconnected molecules or ions with the total composition C2H8N2.

Last column: Mulliken spin population.
Element x y z (Å)
C1 -2.192 -1.270 -0.784  1.09
H1 -2.095 -2.226 -0.268  -0.31
H2 -1.598 -1.415 -1.691  -0.33
H3 -1.787 -0.467 -0.172  -0.17
H4 -3.210 -0.988 -1.054  -0.08
N1 1.620 0.552 1.563  0.38
C2 1.727 0.923 0.229  2.48
N2 0.965 1.797 -0.284  -0.49
H5 2.405 0.338 2.153  -0.80
H6 0.661 0.617 1.872  -0.22
H7 2.386 0.230 -0.279  -0.32
H8 1.118 1.909 -1.286  -0.24

## Properties
spin multiplicity: 2
expectation value of S²: 0.75
charge: -1
highest occupied orbital energy (spin up / spin down): 1.48 / -5.23 eV
lowest unoccupied orbital energy (spin up / spin down): 4.3 / 4.3 eV
gap between HOMO and LUMO (spin up / spin down): 2.81 / 9.51 eV


Arrangement C

ORCA calculation (ωB97M-V/def2-TZVPD) on 2 unconnected molecules or ions with the total composition C2H8N2.

Last column: Mulliken spin population.
Element x y z (Å)
C1 -7.091 -0.700 -2.605  0.10
H1 -7.753 -1.035 -3.416  -0.02
H2 -7.337 -0.688 -1.565  -0.02
H3 -6.067 -1.046 -2.573  -0.02
H4 -6.938 0.332 -2.786  -0.02
N1 2.674 -0.468 2.056  -0.22
C2 3.114 0.585 1.159  3.46
N2 3.039 0.653 -0.163  -0.60
H5 1.706 -0.606 1.639  -0.10
H6 2.555 -0.084 2.944  -0.87
H7 3.992 1.147 1.672  -0.31
H8 3.705 1.369 -0.488  -0.38

## Properties
spin multiplicity: 2
expectation value of S²: 0.75
charge: -1
highest occupied orbital energy (spin up / spin down): 1.34 / -5.42 eV
lowest unoccupied orbital energy (spin up / spin down): 2.6 / 2.5 eV
gap between HOMO and LUMO (spin up / spin down): 1.29 / 7.97 eV


Most stable structure: arrangement B


Arrangement A

ORCA calculation (ωB97M-V/def2-TZVPD) on 2 unconnected molecules or ions with the total composition CH4N2P2.

Last column: natural (NBO) charge in e.
Element x y z (Å)
C1 0.976 -0.648 -0.275  -0.30
N1 0.977 -1.876 -0.392  -0.67
N2 -1.186 0.984 -0.003  -1.10
P1 1.780 0.508 0.875  0.25
P2 0.384 0.991 -0.750  0.63
H1 0.377 -2.456 -1.020  0.36
H2 -1.102 1.614 0.761  0.39
H3 -1.917 1.238 -0.665  0.39
H4 -0.288 -0.354 1.470  0.03

## Properties
highest occupied orbital energy (spin up / spin down): -8.06 / -8.05 eV
lowest unoccupied orbital energy (spin up / spin down): -0.8 / -1.3 eV
gap between HOMO and LUMO (spin up / spin down): 7.27 / 6.77 eV


Arrangement B

ORCA calculation (ωB97M-V/def2-TZVPD) on CH4N2P2 in the gas phase.

Last column: natural (NBO) charge in e.
Element x y z (Å)
N1 -3.044 0.116 0.502  -0.70
C1 -2.002 -0.421 0.635  0.21
P1 -0.405 0.592 -0.336  -0.07
P2 1.367 0.994 0.565  0.50
N2 2.454 -0.179 0.138  -1.17
H1 -3.732 0.425 -0.184  0.44
H2 -0.294 -0.746 -0.838  -0.01
H3 3.354 0.187 0.048  0.39
H4 2.302 -0.968 -0.530  0.40

## Properties
highest occupied orbital energy (spin up / spin down): -7.11 / -7.11 eV
lowest unoccupied orbital energy (spin up / spin down): -0.2 / -0.2 eV
SMILES string: N=C=[PH]=PN
gap between HOMO and LUMO (spin up / spin down): 6.88 / 6.88 eV


Most stable structure: arrangement B


Arrangement A

ORCA calculation (ωB97M-V/def2-TZVPD) on C3H6 in the gas phase.

Last column: natural (NBO) charge in e.
Element x y z (Å)
C1 1.586 -0.001 -0.256  -0.36
C2 -0.084 0.610 0.272  -0.09
C3 -1.251 -0.227 -0.008  -0.72
H1 2.473 0.642 0.026  0.17
H2 1.676 -0.996 -0.144  0.14
H3 0.175 1.594 0.238  0.17
H4 -0.770 -1.208 0.297  0.23
H5 -1.669 -0.396 -1.011  0.24
H6 -2.136 -0.017 0.586  0.23

## Properties
highest occupied orbital energy (spin up / spin down): -8.86 / -8.53 eV
lowest unoccupied orbital energy (spin up / spin down): 0.4 / 0.3 eV
SMILES string: C=CC
gap between HOMO and LUMO (spin up / spin down): 9.30 / 8.84 eV


Arrangement B

ORCA calculation (ωB97M-V/def2-TZVPD) on C3H6 in the gas phase.

Last column: natural (NBO) charge in e.
Element x y z (Å)
C1 -0.755 -0.378 -0.035  -0.43
C2 0.069 0.827 -0.021  -0.42
C3 0.805 -0.419 -0.023  -0.41
H1 -1.361 -0.660 -0.903  0.21
H2 -1.328 -0.728 0.823  0.21
H3 -0.064 1.484 0.892  0.21
H4 0.134 1.464 -0.861  0.21
H5 1.347 -0.798 -0.824  0.22
H6 1.154 -0.793 0.952  0.21

## Properties
highest occupied orbital energy: -10.21 eV
lowest unoccupied orbital energy: 1.4 eV
SMILES string: C1CC1
gap between HOMO and LUMO: 11.62 eV


Most stable structure: arrangement B